a | Density functional theory data (ωB97M-V/def2-TZVPD) for 2 unconnected molecules or ions with the total composition C3H10N4.

```
! wB97M-V def2-TZVPD RIJCOSX def2/J DEFGRID3
* xyz 0 1
H -1.09926 0.61027 -2.25676
N -0.70506 0.98129 -1.39287
C 0.21750 0.21346 -0.95896
N 0.74767 -0.85701 -1.61980
N 0.87662 0.44818 0.26378
C 0.74502 1.78138 0.85681
H 0.18005 -1.16061 -2.40171
H 0.90991 -1.64895 -1.00902
H 1.85650 0.17859 0.19516
H -0.30540 1.96222 1.09589
H 1.10481 2.55267 0.17425
H 1.33458 1.81873 1.77537
C -0.91666 -1.59591 1.27316
N -2.05903 -1.51470 0.69176
H -0.03758 -0.64971 1.24086
H -0.65687 -2.56907 1.72876
H -2.19281 -0.55083 0.34331
*
```

Gap between HOMO and LUMO = 9.46 eV
LUMO energy = 0.83 eV

Here are the Löwdin charges for atoms 1 to 2, given in e:
1. H 0.047
2. N 0.129

---

b | Density functional theory data (ωB97M-V/def2-TZVPD) for 2 unconnected molecules or ions with the total composition C3H10N4.

```
! wB97M-V def2-TZVPD RIJCOSX def2/J DEFGRID3
* xyz 0 1
H -0.42159 -1.21113 -1.59390
N 0.53702 -0.97623 -1.33192
C 0.62313 0.27182 -1.01016
C -0.55313 1.15147 -0.84452
N -0.28122 2.47922 -0.63837
N -1.70982 0.61594 -0.91443
H -2.48148 1.26033 -0.76726
H 1.60730 0.73450 -1.01198
H 0.66062 2.78320 -0.46194
H -1.01754 3.09036 -0.32832
C 0.54778 -2.02648 1.26813
N 0.33806 -0.70570 1.75447
H 1.53788 -2.38486 1.54584
H -0.22641 -2.71430 1.59851
H 0.53059 -1.91927 0.00958
H -0.60688 -0.40860 1.52607
H 0.91567 -0.04026 1.20021
*
```

Gap between HOMO and LUMO = 8.88 eV
LUMO energy = 0.31 eV

Here are the Löwdin charges for atoms 1 to 2, given in e:
1. H 0.067
2. N 0.057

---

Relative energies in kcal/mol: a 0.0; b 4.6

---

a | Density functional theory data (ωB97M-V/def2-TZVPD) for a single C3H10N4 molecule.

```
! wB97M-V def2-TZVPD RIJCOSX def2/J DEFGRID3
* xyz 0 1
C 1.14285 0.50329 1.10259
N 0.60934 -0.01150 -0.01429
C 1.63961 -0.24237 -0.97518
N -0.08440 -1.30810 0.18425
C -1.34318 -1.20643 0.26416
N -2.26999 -0.13868 0.06344
N -1.81206 1.06783 -0.48675
H 1.98986 -0.20743 1.55093
H 1.71384 1.50716 0.71683
H 0.48975 0.66413 2.09864
H 2.29038 0.58871 -1.24212
H 1.32389 -0.43796 -1.98590
H 2.37480 -1.13376 -0.68600
H -2.06773 -2.13164 0.26543
H -3.05106 -0.53362 -0.48260
H -2.24765 1.86168 0.23807
H -0.69826 1.15868 -0.61152
*
```

Gap between HOMO and LUMO = 9.33 eV
LUMO energy = 0.96 eV

Here are the Löwdin charges for atoms 1 to 2, given in e:
1. C -0.208
2. N -0.395

---

b | Density functional theory data (ωB97M-V/def2-TZVPD) for a single C3H10N4 molecule.

```
! wB97M-V def2-TZVPD RIJCOSX def2/J DEFGRID3
* xyz 0 1
C 0.42497 0.02342 2.15115
N 0.02506 -0.68500 1.15765
C 0.74521 -0.45190 -0.10282
N 0.97112 -1.76504 -0.68646
C -0.15324 0.44835 -1.06192
N -0.51120 1.73744 -0.51141
N -1.45486 -0.14966 -1.28067
H 1.22856 0.77648 2.09042
H -0.06103 -0.09607 3.13261
H 1.71500 0.03637 0.05362
H 0.98752 -2.41668 0.09538
H 0.11073 -1.99601 -1.19225
H 0.35436 0.58315 -2.02296
H -0.89110 1.57612 0.41830
H 0.34164 2.27739 -0.38001
H -1.75379 -0.52775 -0.38061
H -2.07895 0.62938 -1.48001
*
```

Gap between HOMO and LUMO = 10.13 eV
LUMO energy = 0.91 eV

Here are the Löwdin charges for atoms 1 to 2, given in e:
1. C -0.042
2. N -0.006

---

c | Density functional theory data (ωB97M-V/def2-TZVPD) for a molecular structure, C3H10N4.

```
! wB97M-V def2-TZVPD RIJCOSX def2/J DEFGRID3
* xyz 0 1
C -0.62443 1.67163 -0.92076
N -1.61085 -0.49718 -0.27934
C 0.83479 -0.27958 -0.33199
C -0.41794 0.21396 -0.68952
N -1.43279 -0.38241 1.15266
N 1.55854 0.52772 0.45840
N 1.02160 -1.68005 -0.27868
H -1.59155 -1.47385 -0.56102
H -0.99654 -1.25315 1.48378
H -0.43386 0.36646 1.64376
H 0.67265 0.65721 1.52244
H 2.42941 0.11051 0.78044
H 1.96127 -1.95103 -0.02305
H 0.70090 -2.17394 -1.09940
H -1.48570 1.81121 -1.57571
H -0.86295 2.18673 0.01946
H 0.27744 2.14576 -1.30148
*
```

Gap between HOMO and LUMO (spin up / spin down) = 7.37 / 7.36 eV
LUMO energy (spin up / spin down) = -0.05 / -0.04 eV

Here are the Löwdin charges for atoms 1 to 2, given in e:
1. C -0.074
2. N -0.088

---

Relative energies in kcal/mol: a 87.3; b 0.0; c 112.5

---

a | Density functional theory data (ωB97M-V/def2-TZVPD) for 2 unconnected molecules or ions with the total composition CH2OS3.

```
! wB97M-V def2-TZVPD RIJCOSX def2/J DEFGRID3
* xyz 0 1
C -1.86426 -0.28700 0.47139
O 1.29593 -0.61099 -0.60035
S 3.30880 1.46316 -0.74122
S -2.46434 0.97889 -0.30047
S 2.77060 -0.34255 -0.33294
H -2.20412 -0.61822 1.43717
H -0.84261 -0.58329 0.06641
*
```

Gap between HOMO and LUMO = 6.09 eV
LUMO energy = -2.45 eV

Here are the Löwdin charges for atoms 1 to 2, given in e:
1. C -0.587
2. O -0.626

---

b | Density functional theory data (ωB97M-V/def2-TZVPD) for a single CH2OS3 molecule.

```
! wB97M-V def2-TZVPD RIJCOSX def2/J DEFGRID3
* xyz 0 1
O -1.69204 0.74423 2.55618
S -0.22969 0.02634 2.06377
S 0.32468 -1.61767 3.01981
C 0.20098 0.14170 0.27984
S 1.17984 1.28734 1.31003
H -0.35267 0.72814 -0.58354
H 0.72835 -0.59295 -0.21188
*
```

Gap between HOMO and LUMO = 8.42 eV
LUMO energy = -1.22 eV

Here are the Löwdin charges for atoms 1 to 2, given in e:
1. O -0.524
2. S 0.178

---

Relative energies in kcal/mol: a 0.0; b 38.7

---

a | Density functional theory data (ωB97M-V/def2-TZVPD) for 2 unconnected molecules or ions with the total composition C6H9N3O.

```
! wB97M-V def2-TZVPD RIJCOSX def2/J DEFGRID3
* xyz 0 1
C 2.52143 0.03973 -0.51739
C 1.28385 0.77564 1.07229
C 1.01638 -2.41703 -0.97101
C -0.88453 0.31614 -0.07379
C -1.75673 -0.62806 -0.92800
C -1.50732 1.19709 1.07522
N 2.58806 0.69556 0.58843
N 1.31398 -0.18661 -0.97449
N 0.43975 0.37455 -0.11136
O 0.53686 -2.75401 -1.93800
H 3.37035 -0.18607 -1.17236
H 1.03083 1.70737 1.68127
H 1.05990 -0.22024 1.59735
H -1.22221 -0.71782 -1.85572
H -2.84534 -0.38783 -1.21042
H -1.81591 -1.55689 -0.44909
H -0.96688 2.09193 1.35243
H -1.66717 0.46282 1.97712
H -2.49529 1.39371 0.85751
*
```

Gap between HOMO and LUMO (spin up / spin down) = 8.15 / 8.15 eV
LUMO energy (spin up / spin down) = 0.55 / 0.55 eV

Here are the Löwdin charges for atoms 1 to 2, given in e:
1. C -0.294
2. C -0.184

---

b | Density functional theory data (ωB97M-V/def2-TZVPD) for a single C6H9N3O molecule.

```
! wB97M-V def2-TZVPD RIJCOSX def2/J DEFGRID3
* xyz 0 1
C -0.93885 1.72680 -0.72924
C -1.13681 0.33064 -0.21169
C -2.30061 -0.38770 -0.24017
C -1.96220 -1.71801 0.17305
N -0.64648 -1.79670 0.36077
N -0.18526 -0.58270 0.07985
N 1.39309 -0.50367 0.17743
C 1.80389 -0.07491 1.47696
C 2.03218 -0.39880 -1.00591
O 3.19307 -0.21526 -1.17662
H -1.68137 1.89534 -1.58326
H -0.97096 2.51283 0.05119
H 0.15617 1.77188 -0.98399
H -3.22708 0.13921 -0.20273
H -2.51789 -2.60806 0.08594
H 1.70579 -0.83061 2.24701
H 2.90310 0.27418 1.39065
H 1.19689 0.71657 1.88586
H 1.18331 -0.25104 -1.79510
*
```

Gap between HOMO and LUMO = 10.23 eV
LUMO energy = 0.73 eV

Here are the Löwdin charges for atoms 1 to 2, given in e:
1. C -0.024
2. C -0.315

---

c | Density functional theory data (ωB97M-V/def2-TZVPD) for 2 unconnected molecules or ions with the total composition C6H9N3O.

```
! wB97M-V def2-TZVPD RIJCOSX def2/J DEFGRID3
* xyz 0 1
C 2.88828 0.96032 1.78430
C 1.85992 0.48557 1.35848
C 0.59201 -0.05623 0.89171
C 0.49502 -0.13779 -0.63962
N 1.49789 -1.04635 -1.16343
C -0.88680 -0.48109 -1.08280
N -1.86721 -1.02393 -1.40899
C -0.61629 0.17670 1.73175
N 0.03531 -1.12296 1.72387
H 3.82452 1.28340 2.20601
H 0.70440 0.86789 -1.03423
H 1.26604 -2.01619 -0.96445
H 1.59213 -0.95338 -2.16967
H -0.50039 0.75892 2.64688
H -1.57887 0.28217 1.22801
H -0.48454 -1.80062 1.16754
O -3.17993 1.52898 -1.91075
H -3.29203 0.52102 -2.00290
H -2.34948 1.77355 -2.36170
*
```

Gap between HOMO and LUMO = 10.48 eV
LUMO energy = 0.55 eV

Here are the Löwdin charges for atoms 1 to 2, given in e:
1. C 0.136
2. C -0.065

---

Relative energies in kcal/mol: a 23.3; b 0.0; c 19.4